Record 1
{"formula": "C22H61BrN4O7P", "method": "ωB97M-V/def2-TZVPD", "energy_ha": -4535.3363, "total_charge": 1, "multiplicity": 1, "homo_lumo_gap_ev": 5.93, "homo_ha": -0.4112, "symbols": ["C", "C", "C", "Br", "N", "C", "N", "N", "C", "C", "O", "C", "N", "P", "C", "C", "C", "H", "H", "H", "H", "H", "H", "H", "H", "H", "H", "H", "H", "H", "H", "H", "H", "H", "H", "H", "H", "H", "H", "H", "H", "H", "C", "C", "O", "H", "H", "H", "H", "H", "H", "C", "C", "O", "H", "H", "H", "H", "H", "H", "C", "C", "O", "H", "H", "H", "H", "H", "H", "C", "C", "O", "H", "H", "H", "H", "H", "H", "C", "C", "O", "H", "H", "H", "H", "H", "H", "C", "C", "O", "H", "H", "H", "H", "H", "H"], "xyz": [[2.560, -0.290, 0.150], [1.410, 0.743, 0.697], [1.999, 2.231, 1.137], [2.697, 3.309, -0.416], [1.037, 2.983, 2.035], [0.174, 3.967, 1.275], [0.529, 5.321, 1.330], [-1.075, 3.634, 0.489], [-0.807, 3.439, -0.986], [-2.142, 3.762, -1.940], [-1.980, 5.164, -2.452], [-2.208, 2.671, -3.172], [-1.052, 2.779, -4.161], [-2.031, 2.320, 1.214], [-3.737, 3.154, 1.639], [-2.394, 0.891, 0.005], [-3.909, 0.926, -0.664], [2.106, -1.388, 0.050], [3.008, 0.085, -0.869], [3.417, -0.368, 0.943], [0.967, 0.278, 1.703], [0.512, 0.792, -0.053], [2.955, 1.994, 1.812], [1.668, 3.552, 2.675], [0.292, 5.827, 2.229], [0.938, 5.819, 0.502], [-0.021, 4.284, -1.291], [-0.288, 2.420, -1.264], [-3.110, 3.781, -1.262], [-1.090, 5.227, -2.941], [-2.210, 1.561, -2.788], [-3.202, 2.857, -3.782], [-1.378, 3.355, -4.968], [-0.193, 3.190, -3.704], [-4.478, 2.376, 2.136], [-4.185, 3.611, 0.649], [-3.471, 4.062, 2.340], [-1.612, 0.739, -0.852], [-2.364, -0.111, 0.652], [-4.321, 2.009, -0.840], [-3.945, 0.375, -1.717], [-4.683, 0.345, 0.035], [1.518, -4.194, -3.157], [2.227, -4.437, -1.841], [1.565, -3.739, -0.797], [1.493, -3.124, -3.390], [2.019, -4.721, -3.973], [0.478, -4.532, -3.104], [3.260, -4.077, -1.891], [2.244, -5.503, -1.595], [0.652, -4.071, -0.755], [1.744, 1.756, 6.613], [2.621, 1.575, 5.392], [2.895, 2.837, 4.801], [0.803, 2.245, 6.343], [1.520, 0.791, 7.078], [2.236, 2.397, 7.352], [2.117, 0.952, 4.647], [3.570, 1.098, 5.656], [3.350, 3.380, 5.467], [6.018, 5.250, 0.234], [6.727, 5.007, 1.550], [6.065, 5.705, 2.594], [5.993, 6.320, 0.001], [6.519, 4.722, -0.583], [4.978, 4.912, 0.286], [7.760, 5.366, 1.500], [6.744, 3.941, 1.796], [5.152, 5.373, 2.635], [3.544, -7.872, 0.794], [4.421, -8.053, -0.428], [4.695, -6.791, -1.019], [2.603, -7.383, 0.524], [3.320, -8.837, 1.259], [4.036, -7.231, 1.533], [3.917, -8.676, -1.172], [5.370, -8.530, -0.163], [5.150, -6.248, -0.352], [-8.770, -0.351, 0.872], [-7.378, -0.856, 0.554], [-6.409, -0.053, 1.211], [-8.883, 0.691, 0.556], [-9.529, -0.957, 0.370], [-8.955, -0.378, 1.951], [-7.190, -0.807, -0.523], [-7.253, -1.894, 0.879], [-6.579, -0.110, 2.166], [-3.263, -6.589, -4.113], [-2.325, -5.401, -4.176], [-1.018, -5.795, -3.786], [-3.292, -7.002, -3.099], [-4.277, -6.301, -4.406], [-2.919, -7.390, -4.774], [-2.660, -4.612, -3.498], [-2.281, -4.990, -5.189], [-0.726, -6.491, -4.400]], "forces_ev_per_a": [[-0.18, 0.05, 0.25], [-0.09, -0.47, 0.62], [0.21, -3.04, 0.91], [-0.39, -0.64, 0.70], [-0.57, 3.36, -1.61], [-0.07, -1.18, -0.33], [-0.18, -0.49, 0.75], [2.99, -1.51, 0.20], [0.64, 2.06, -2.29], [0.87, 0.12, 0.22], [1.22, -2.05, -0.04], [-0.50, 0.01, -0.16], [-0.74, 1.08, 1.01], [-0.71, -0.99, 1.78], [0.01, 0.99, -1.01], [-1.21, -1.38, -1.17], [-0.71, -0.59, -0.24], [0.91, 2.51, -0.01], [-0.91, -0.86, 2.00], [-1.52, 0.26, -1.49], [0.94, 1.20, -2.08], [1.81, 0.16, 1.34], [-2.20, 0.79, -1.45], [-1.23, -0.69, -0.85], [0.78, -0.73, -1.68], [-1.08, -0.69, 1.23], [-1.57, -1.86, 0.60], [-1.17, 1.85, 0.90], [2.03, -0.07, -1.62], [-2.06, -0.39, 0.96], [-0.18, 2.32, -0.42], [1.98, -0.43, 1.40], [0.83, -0.46, 1.10], [-1.35, -0.54, -0.97], [1.75, 1.66, -1.09], [0.52, -0.95, 2.16], [-0.65, -1.99, -1.21], [-1.30, 0.49, 1.77], [0.19, 2.37, -1.21], [0.87, -2.12, 0.36], [0.31, 1.16, 2.26], [1.80, 1.51, -1.48], [-0.08, 0.15, -0.04], [-0.16, -0.20, -0.41], [-0.44, 0.27, 0.56], [0.18, -0.07, 0.01], [-0.10, 0.03, 0.02], [0.37, -0.03, -0.06], [-0.16, -0.03, 0.24], [0.20, 0.03, -0.14], [0.51, 0.15, -0.06], [-0.18, -0.07, 0.09], [-0.03, -0.08, 0.45], [0.20, 0.61, -0.34], [0.10, -0.14, -0.02], [0.02, 0.13, 0.02], [0.02, -0.16, -0.01], [0.11, 0.20, -0.04], [-0.10, -0.15, -0.01], [-0.21, -0.25, -0.38], [0.05, 0.09, -0.25], [-0.29, -0.04, -0.13], [-0.35, 0.03, 0.33], [0.12, -0.14, 0.04], [-0.11, 0.04, 0.01], [0.15, -0.07, -0.01], [-0.20, 0.02, 0.19], [0.16, -0.07, -0.14], [0.53, 0.19, -0.02], [-0.20, -0.10, 0.12], [0.05, 0.16, 0.30], [0.22, 0.37, -0.05], [0.10, -0.12, -0.02], [0.00, 0.11, 0.04], [0.02, -0.14, 0.00], [0.14, 0.22, -0.02], [-0.09, -0.21, 0.02], [-0.25, -0.29, -0.38], [-0.19, 0.07, -0.10], [-0.38, -0.09, 0.19], [0.33, 0.17, 0.52], [0.03, -0.17, -0.05], [0.03, 0.08, 0.10], [-0.03, -0.12, -0.09], [0.15, 0.07, 0.19], [-0.10, -0.06, -0.16], [0.07, 0.03, -0.50], [-0.24, -0.06, 0.08], [-0.07, -0.36, -0.19], [0.10, -0.31, -0.14], [-0.02, 0.14, -0.11], [0.06, -0.10, 0.00], [-0.09, 0.12, -0.04], [0.23, -0.08, -0.03], [-0.19, 0.10, 0.01], [-0.11, 0.35, 0.35]], "mulliken_charge": [-0.929, 0.038, -0.315, -0.125, 0.078, -0.364, -0.281, 0.263, -0.412, 0.144, -0.579, -0.411, -0.607, 0.016, -0.860, -0.294, -0.681, 0.208, 0.295, 0.292, 0.236, -0.140, 0.514, 0.322, 0.277, 0.260, 0.215, 0.088, 0.148, 0.409, 0.086, 0.342, 0.300, 0.226, 0.269, 0.280, 0.342, 0.252, 0.471, 0.150, 0.306, 0.119, -0.824, 0.034, -0.504, 0.280, 0.343, 0.051, 0.276, 0.092, 0.284, -1.115, -0.099, -0.461, 0.278, 0.336, 0.342, 0.199, 0.302, 0.263, -0.456, -0.270, -0.492, 0.273, 0.324, -0.165, 0.293, 0.240, 0.267, -0.958, -0.276, -0.481, 0.210, 0.344, 0.320, 0.275, 0.296, 0.286, -1.113, -0.197, -0.500, 0.290, 0.343, 0.333, 0.272, 0.279, 0.274, -1.079, -0.209, -0.496, 0.278, 0.335, 0.341, 0.268, 0.269, 0.259]}

Record 2
{"formula": "C22H62BN6O21", "method": "ωB97M-V/def2-TZVPD", "energy_ha": -2809.2008, "total_charge": -1, "multiplicity": 1, "homo_lumo_gap_ev": 9.14, "homo_ha": -0.2850, "symbols": ["O", "C", "O", "B", "O", "C", "O", "O", "C", "O", "C", "O", "O", "O", "H", "H", "O", "H", "H", "O", "H", "H", "O", "H", "H", "O", "H", "H", "C", "O", "N", "N", "H", "H", "H", "H", "C", "O", "N", "N", "H", "H", "H", "H", "C", "O", "N", "N", "H", "H", "H", "H", "C", "C", "C", "O", "H", "H", "H", "H", "H", "H", "H", "H", "C", "C", "C", "O", "H", "H", "H", "H", "H", "H", "H", "H", "C", "C", "C", "O", "H", "H", "H", "H", "H", "H", "H", "H", "C", "C", "C", "O", "H", "H", "H", "H", "H", "H", "H", "H", "C", "C", "C", "O", "H", "H", "H", "H", "H", "H", "H", "H"], "xyz": [[-0.733, 3.234, -1.196], [-0.538, 2.175, -0.690], [-1.031, 0.973, -1.083], [-0.448, -0.077, -0.239], [0.358, 0.619, 0.768], [0.360, 1.872, 0.531], [0.953, 2.750, 1.170], [0.419, -1.118, -0.855], [-0.099, -2.360, -0.750], [0.405, -3.398, -1.239], [-1.289, -2.181, 0.144], [-1.400, -0.963, 0.459], [-1.904, -3.127, 0.750], [-1.275, -5.823, -1.821], [-0.625, -5.121, -1.849], [-2.097, -5.399, -2.067], [-0.820, 4.107, 4.078], [-0.784, 4.732, 3.354], [-0.560, 3.272, 3.688], [2.990, -4.972, -2.575], [2.939, -4.661, -3.479], [2.329, -4.460, -2.108], [1.145, 1.406, 3.880], [1.722, 2.117, 4.157], [1.328, 1.298, 2.946], [-2.355, 0.377, 2.780], [-2.286, -0.205, 2.023], [-1.448, 0.586, 3.004], [-4.572, -4.317, -1.807], [-3.818, -4.337, -2.774], [-4.249, -4.099, -0.532], [-5.841, -4.193, -1.922], [-4.834, -4.361, 0.249], [-3.323, -3.749, -0.331], [-6.223, -4.207, -2.857], [-6.298, -3.660, -1.197], [-3.134, 5.849, -1.898], [-3.843, 6.793, -2.174], [-2.855, 4.937, -2.726], [-2.565, 5.630, -0.735], [-3.530, 4.774, -3.460], [-2.174, 4.234, -2.478], [-2.626, 6.313, 0.007], [-2.313, 4.657, -0.638], [3.684, 4.243, 3.515], [3.358, 3.131, 3.955], [4.543, 5.005, 4.053], [3.177, 4.726, 2.420], [5.011, 4.566, 4.834], [4.660, 5.986, 3.842], [2.523, 4.141, 1.921], [3.341, 5.635, 2.012], [3.955, -0.902, -1.795], [5.475, -1.358, -1.771], [5.473, -2.885, -2.287], [6.190, -0.694, -2.789], [3.594, -0.559, -2.765], [3.878, -0.029, -1.146], [3.126, -1.531, -1.471], [6.006, -1.251, -0.825], [6.442, -3.283, -2.592], [4.766, -2.999, -3.109], [5.253, -3.528, -1.435], [7.043, -1.128, -2.872], [-0.847, -2.661, 3.778], [-0.438, -2.240, 5.240], [-1.637, -2.090, 6.095], [0.363, -3.292, 5.803], [-1.376, -1.943, 3.151], [-1.420, -3.588, 3.781], [0.015, -2.852, 3.139], [0.242, -1.391, 5.183], [-2.079, -3.085, 6.151], [-2.289, -1.492, 5.460], [-1.591, -1.682, 7.105], [1.083, -3.478, 5.195], [-5.692, -1.723, 2.445], [-5.021, -3.091, 2.644], [-4.486, -3.377, 4.006], [-5.897, -4.020, 2.312], [-6.670, -1.584, 2.907], [-5.650, -1.274, 1.452], [-4.959, -1.015, 2.831], [-4.167, -3.106, 1.968], [-5.323, -3.483, 4.696], [-3.850, -2.527, 4.253], [-3.932, -4.310, 4.111], [-5.498, -4.892, 2.354], [4.391, 4.801, -2.379], [3.151, 4.018, -2.809], [1.773, 4.697, -2.575], [3.362, 3.923, -4.130], [4.541, 5.640, -3.058], [5.307, 4.210, -2.402], [4.281, 5.242, -1.389], [3.197, 3.018, -2.379], [0.981, 3.960, -2.704], [1.637, 5.416, -3.382], [1.720, 5.168, -1.593], [2.544, 3.586, -4.503], [1.256, 0.997, -4.205], [1.141, -0.367, -4.895], [0.545, -1.396, -3.996], [0.271, -0.282, -5.933], [1.872, 0.960, -3.307], [0.304, 1.424, -3.888], [1.679, 1.820, -4.782], [2.119, -0.784, -5.135], [-0.457, -1.081, -3.707], [1.211, -1.523, -3.142], [0.336, -2.398, -4.370], [-0.601, -0.057, -5.602]], "forces_ev_per_a": [[-0.33, 0.05, -0.10], [0.01, -1.64, 0.04], [0.44, 0.38, 0.18], [0.63, -1.22, 0.17], [0.12, -0.97, 0.36], [1.19, 3.86, 1.16], [-1.08, -1.76, -1.34], [-0.08, -0.67, -0.94], [2.72, -1.51, -2.22], [-1.74, 3.50, 1.68], [-2.16, -5.95, 3.40], [-1.48, 2.51, 0.22], [2.14, 3.48, -2.74], [0.18, -0.55, 0.07], [0.19, 0.24, 0.16], [-0.50, 0.28, -0.30], [-0.17, 0.29, 0.24], [0.03, 0.12, -0.17], [0.29, -0.47, -0.03], [0.25, -0.27, 0.00], [-0.06, 0.04, -0.21], [-0.38, 0.21, 0.24], [-0.99, -0.60, 0.19], [0.58, 0.40, -0.02], [0.22, 0.11, -0.21], [-0.44, 0.29, 0.20], [0.02, -0.20, -0.25], [0.38, 0.07, 0.25], [2.82, 1.59, -0.39], [0.90, -0.81, 0.09], [2.21, -0.11, 1.92], [-5.82, -0.23, -1.36], [-0.03, 0.20, -0.35], [0.04, -0.57, 0.27], [-0.08, 0.04, 0.28], [-0.28, -0.27, -0.44], [-1.73, 3.80, 1.63], [-1.03, 1.49, -0.06], [0.98, -4.87, -4.81], [1.20, -0.23, 2.69], [0.50, 0.01, -0.05], [-0.25, -0.17, -0.40], [-0.03, -0.52, -0.13], [0.39, 0.57, 1.16], [-2.62, -3.49, -0.47], [0.48, 0.24, 0.11], [4.27, 2.54, 3.60], [-2.50, 0.76, -3.86], [0.07, 0.66, 0.10], [0.09, -0.46, 0.09], [-0.13, 0.03, 0.10], [0.25, -0.29, 0.38], [0.91, 1.25, 0.67], [-1.52, -3.23, -2.36], [0.12, 0.82, 1.82], [-0.01, 1.52, -0.21], [0.74, -0.06, -0.38], [-0.09, 0.26, 0.03], [0.74, -0.84, 0.36], [-0.49, 0.04, 0.27], [0.36, 0.55, -0.27], [0.03, -0.02, 0.27], [-0.72, -0.18, -0.18], [0.00, -0.01, 0.01], [0.38, 0.07, 0.22], [1.41, -0.82, -1.42], [-1.11, 0.05, -0.54], [-0.09, -0.34, 0.20], [-0.38, 0.31, 0.70], [-0.09, 0.01, 0.18], [0.52, -0.21, 0.34], [-0.49, 0.58, 0.02], [-0.18, -0.05, 0.14], [-0.46, 0.28, 0.51], [0.56, 0.11, -0.21], [0.08, 0.01, -0.05], [1.58, 0.83, 0.53], [2.04, 2.65, -0.22], [-0.01, 0.92, 0.96], [-3.46, -3.62, -1.95], [0.13, -0.17, 0.04], [-0.65, -1.04, -0.67], [-0.21, 0.27, 1.01], [0.36, 0.19, -0.24], [-0.05, 0.37, 0.26], [0.09, -0.27, 0.56], [0.23, 0.01, -0.48], [-0.02, -0.18, 0.17], [-0.27, 0.68, 0.93], [0.25, 1.04, 2.33], [0.95, -0.41, 0.01], [-0.16, -0.83, -3.81], [-0.14, -0.01, -0.14], [-0.20, -0.21, -0.02], [0.06, -0.17, 0.23], [-0.25, -0.17, 0.57], [-0.02, 0.00, 0.27], [0.09, 0.37, 0.22], [-0.30, -0.05, -0.07], [0.09, -0.15, -0.55], [0.53, 0.45, 0.68], [-0.07, -0.06, 1.90], [-0.01, -0.66, 1.82], [-0.60, 0.52, -3.46], [0.07, -0.21, 0.15], [-0.47, -0.52, 0.06], [0.25, -0.50, -0.67], [0.11, 0.52, -0.96], [-0.01, 0.35, 0.62], [-0.44, -0.05, 0.38], [0.59, 0.10, -0.80], [-0.01, -0.02, 0.12]], "mulliken_charge": [-0.505, 0.275, -0.706, 1.251, -0.637, 0.664, -0.631, 0.094, 0.120, -0.603, 0.689, -0.544, -0.961, -0.680, 0.353, 0.300, -0.663, 0.293, 0.372, -0.646, 0.304, 0.343, -0.548, 0.375, 0.226, -0.687, 0.428, 0.323, 0.567, -0.688, -0.019, -0.416, 0.208, 0.080, 0.240, 0.196, 0.599, -0.711, -0.331, -0.299, 0.189, 0.335, 0.161, 0.158, 0.669, -0.776, -0.404, -0.243, 0.257, 0.172, 0.183, 0.167, -0.944, 0.265, -1.180, -0.567, 0.248, 0.273, 0.220, 0.273, 0.527, 0.158, 0.306, 0.316, -0.881, 0.700, -1.209, -0.616, -0.081, 0.303, 0.476, 0.198, 0.290, 0.193, 0.383, 0.318, -1.360, 1.775, -1.195, -0.655, 0.355, 0.344, 0.302, -0.675, 0.385, -0.040, 0.410, 0.398, -1.621, 1.245, -1.110, -0.623, 0.363, 0.378, 0.298, -0.091, 0.109, 0.418, 0.358, 0.316, -0.525, -0.084, -0.434, -0.624, 0.227, 0.180, 0.154, 0.345, 0.233, -0.170, 0.348, 0.397]}